Entry 1:
Molecular formula: C4H32N2O13
Method: DFT, the ωB97M-V functional and the def2-TZVPD basis

ORCA input file:
```
! wB97M-V def2-TZVPD RIJCOSX def2/J DEFGRID3
* xyz 0 1
C -1.27831 -1.13787 -1.15315
N -1.17372 -0.13734 -2.20942
C -0.06042 0.06394 -2.91173
O 0.93266 -0.68539 -2.82839
C -0.83084 -0.66310 0.23604
N -1.97113 -0.04445 0.93253
C -1.92776 -0.06443 2.36828
O -0.99649 0.82868 3.00846
H -2.33175 -1.40602 -1.10040
H -0.72176 -2.01432 -1.47191
H -1.92242 0.52648 -2.26394
H -0.07526 0.84381 -3.66589
H 0.03606 -0.00082 0.14973
H -0.53575 -1.52505 0.83009
H -2.16933 0.88933 0.59306
H -2.91795 0.19595 2.73343
H -1.63079 -1.03870 2.74176
H -1.12900 1.73937 2.72486
H 0.37507 2.62832 -1.09946
H 1.69833 2.15430 -1.70835
O 0.74477 2.27591 -1.91862
H 0.90251 2.21054 1.55865
H 0.89351 3.73680 1.77641
O 0.33416 3.01845 1.47829
H -1.38057 -3.74809 1.34550
H -2.61997 -2.85292 1.28060
O -2.20378 -3.52725 1.83411
H 4.21870 -0.21270 -3.05179
H 2.71843 -0.41971 -2.63410
O 3.64530 -0.39398 -2.30268
H 1.90625 -0.23063 2.07291
H 0.77727 0.62926 2.67930
O 1.67824 0.70846 2.25955
H -3.97770 1.57807 -0.79584
H -3.18613 2.94412 -0.74498
O -3.56104 2.26587 -1.34325
H 3.55015 1.06709 -1.19608
H 3.02677 1.63020 0.13806
O 3.23054 1.89977 -0.77910
H 1.48213 -2.62809 1.99807
H 2.12740 -2.03284 0.74753
O 2.13427 -1.95386 1.72159
H -1.24289 3.62398 0.78179
H -1.98095 4.65584 -0.13001
O -2.12523 3.88876 0.43530
H 0.77895 -3.56332 -0.08593
H 0.37523 -5.02081 0.30592
O 0.24114 -4.09944 0.54764
H 2.81446 -2.41410 -1.28826
H 1.43445 -1.78600 -1.61027
O 1.89420 -2.40207 -0.98589
*
```

Energy above the lowest of the compared OMol25 structures with the same formula, charge and spin = 21.1 kcal/mol
SMILES = O=CNCCNCO.O.O.O.O.O.O.O.O.O.O.O
E_tot = -1259.318017 Ha

In the Mulliken picture, each atom carries the following charge in e: atom 1 (C): -1.293, atom 2 (N): 0.051, atom 3 (C): -0.084, atom 4 (O): -0.879, atom 5 (C): 0.538, atom 6 (N): -0.083, atom 7 (C): -0.554, atom 8 (O): -0.632, atom 9 (H): 0.357, atom 10 (H): 0.371, atom 11 (H): 0.256, atom 12 (H): 0.498, atom 13 (H): 0.045, atom 14 (H): 0.117, atom 15 (H): 0.099, atom 16 (H): 0.362, atom 17 (H): 0.377, atom 18 (H): 0.312, atom 19 (H): 0.231, atom 20 (H): 0.442, atom 21 (O): -0.622, atom 22 (H): 0.324, atom 23 (H): 0.257, atom 24 (O): -0.623, atom 25 (H): 0.388, atom 26 (H): 0.335, atom 27 (O): -0.658, atom 28 (H): 0.290, atom 29 (H): 0.489, atom 30 (O): -0.728, atom 31 (H): 0.382, atom 32 (H): 0.391, atom 33 (O): -0.760, atom 34 (H): 0.315, atom 35 (H): 0.386, atom 36 (O): -0.660, atom 37 (H): 0.384, atom 38 (H): 0.352, atom 39 (O): -0.780, atom 40 (H): 0.324, atom 41 (H): 0.428, atom 42 (O): -0.718, atom 43 (H): 0.346, atom 44 (H): 0.336, atom 45 (O): -0.684, atom 46 (H): 0.365, atom 47 (H): 0.281, atom 48 (O): -0.662, atom 49 (H): 0.307, atom 50 (H): 0.361, atom 51 (O): -0.676

Entry 2:
Molecular formula: C4H3LaO4
Method: DFT, the ωB97M-V functional and the def2-TZVPD basis

ORCA input file:
```
! wB97M-V def2-TZVPD RIJCOSX def2/J DEFGRID3
* xyz 3 2
C 2.28761 1.28753 -1.27763
C 0.09565 -0.60872 -2.05955
O 1.38784 2.05017 -1.13531
O 2.32757 -0.01335 -1.36480
C 1.16607 -0.80928 -1.30366
H -0.70101 -1.35218 -2.03915
H 0.02172 0.21411 -2.77032
H 1.32265 -1.66294 -0.64537
O -1.86749 0.24998 3.37560
La -2.01429 0.82748 5.87238
C -1.92752 0.04922 2.22169
O -2.09880 -0.23202 1.12612
*
```

E_tot = -485.479340 Ha
Expectation value of S² = 0.751

In the Mulliken picture, each atom carries the following charge in e: atom 1 (C): 0.783, atom 2 (C): -0.541, atom 3 (O): -0.061, atom 4 (O): -0.161, atom 5 (C): 0.040, atom 6 (H): 0.298, atom 7 (H): 0.251, atom 8 (H): 0.390, atom 9 (O): -0.436, atom 10 (La): 1.891, atom 11 (C): 0.696, atom 12 (O): -0.150

Entry 3:
Molecular formula: C20H22N4O3
Method: DFT, the ωB97M-V functional and the def2-TZVPD basis

ORCA input file:
```
! wB97M-V def2-TZVPD RIJCOSX def2/J DEFGRID3
* xyz 0 1
N 0.03092 0.80719 4.48609
O 0.75158 2.39838 0.39844
C 0.25107 0.73479 3.33356
N -1.32426 -1.25568 -0.83734
N -1.88434 0.50121 1.38303
O 2.51142 1.92821 1.79253
O 2.72367 4.65854 2.76312
C 1.25591 1.75289 1.31372
C 3.90224 -0.21688 -2.17553
C 1.43695 -3.88779 1.67147
C 2.89123 0.10578 -1.31569
C 1.96419 -2.84728 0.90756
C -0.33846 -0.75198 -0.05023
C -0.62956 0.14636 1.06464
C -4.95022 -1.00824 -0.95156
C -5.23629 -0.18478 0.11997
C -3.63143 -1.40152 -1.24363
C -4.17830 0.27989 0.94368
C -2.59380 -0.88456 -0.48482
C -2.86243 -0.03540 0.62980
N 0.97586 -1.08259 -0.41345
C 2.33451 6.03262 3.06458
C 0.53476 0.56662 1.90770
C 1.44390 -0.29695 -1.56892
C 1.34315 -2.51570 -0.44092
C 3.33327 2.93948 1.19785
C 2.87231 4.38304 1.34462
H 4.89976 0.19005 -2.03954
H 3.72261 -0.87561 -3.01362
H 0.56685 -4.41756 1.28884
H 1.83730 -4.17962 2.63012
H 3.11750 0.73029 -0.43083
H 2.81038 -2.32714 1.33874
H -5.74434 -1.18462 -1.67188
H -6.25552 0.14509 0.30089
H -3.45356 -2.05189 -2.09313
H -4.40099 0.92814 1.80892
H 2.49743 6.76184 2.26502
H 1.24533 6.04600 3.33471
H 2.88496 6.45936 3.90577
H 1.24510 -0.22800 1.91268
H 0.84882 0.61880 -1.63791
H 1.33473 -0.87120 -2.48548
H 0.43245 -3.09836 -0.57554
H 2.04825 -2.75768 -1.26731
H 4.29631 2.83009 1.67820
H 3.51729 2.71671 0.10866
H 1.93384 4.56995 0.80819
H 3.61732 5.05940 0.92390
*
```

Energy above the lowest of the compared OMol25 structures with the same formula, charge and spin = 143.6 kcal/mol
SMILES = C=CCN(CC=C)c1nc2ccccc2nc1[C@H](C#N)C(=O)OCCOC
E_tot = -1219.951730 Ha

In the Mulliken picture, each atom carries the following charge in e: atom 1 (N): -0.561, atom 2 (O): -0.622, atom 3 (C): -0.216, atom 4 (N): -0.727, atom 5 (N): -0.520, atom 6 (O): -0.289, atom 7 (O): -0.328, atom 8 (C): 0.237, atom 9 (C): -0.973, atom 10 (C): -0.876, atom 11 (C): 0.214, atom 12 (C): -0.050, atom 13 (C): 0.238, atom 14 (C): -0.085, atom 15 (C): -0.468, atom 16 (C): -0.593, atom 17 (C): -0.447, atom 18 (C): -0.384, atom 19 (C): 0.160, atom 20 (C): 0.133, atom 21 (N): 0.831, atom 22 (C): -0.768, atom 23 (C): 1.598, atom 24 (C): -0.912, atom 25 (C): -0.617, atom 26 (C): -0.319, atom 27 (C): -0.576, atom 28 (H): 0.299, atom 29 (H): 0.297, atom 30 (H): 0.251, atom 31 (H): 0.292, atom 32 (H): 0.133, atom 33 (H): 0.356, atom 34 (H): 0.348, atom 35 (H): 0.381, atom 36 (H): 0.450, atom 37 (H): 0.423, atom 38 (H): 0.336, atom 39 (H): 0.257, atom 40 (H): 0.256, atom 41 (H): -0.176, atom 42 (H): 0.385, atom 43 (H): 0.467, atom 44 (H): 0.334, atom 45 (H): 0.361, atom 46 (H): 0.351, atom 47 (H): 0.298, atom 48 (H): 0.356, atom 49 (H): 0.469